Entry w
{"formula": "C2H4N2S", "method": "ωB97M-V/def2-TZVPD", "elements": ["N", "H", "S", "N", "H", "C", "C", "H", "H"], "xyz": [[0.51025, -0.94326, 0.89954], [1.49354, -1.12235, 0.47929], [1.21687, 1.46762, -0.16403], [-1.81258, -0.65214, -2.20427], [-0.80947, 0.84425, 0.86539], [-0.02182, 0.19755, 0.35785], [-0.96832, -0.46322, -1.42518], [-0.02646, -1.78751, 0.84259], [0.41799, 2.45908, 0.34882]], "multiplicity": 1, "gap_ev": 9.84, "lumo_energy_ev": -0.21}



Entry x
{"formula": "C2H4N2S", "method": "ωB97M-V/def2-TZVPD", "elements": ["H", "N", "C", "N", "H", "C", "S", "H", "H"], "xyz": [[-0.76866, 1.68711, 0.82214], [0.05299, -1.35078, 0.00835], [1.29710, -1.03311, -0.05247], [-0.90142, -0.38282, 0.08417], [-1.86709, -0.78096, 0.23560], [-0.51052, 1.05026, -0.03831], [1.42449, 0.83799, 0.02322], [2.18959, -1.61886, -0.11721], [-0.91649, 1.59116, -0.96548]], "multiplicity": 1, "gap_ev": 8.97, "lumo_energy_ev": 0.96}



entry x ends up most stable, edging out the next structure by 20.4 kcal/mol.



Entry w
{"formula": "C2H4N2S", "method": "ωB97M-V/def2-TZVPD", "elements": ["N", "N", "H", "S", "H", "H", "C", "C", "H"], "xyz": [[-2.56482, -1.16493, -0.07345], [-0.37467, 0.17815, 0.25148], [1.53607, -0.62119, 0.71933], [-0.46051, 1.83596, -0.05186], [0.64643, -1.61417, -0.41900], [1.40404, 0.16865, -0.93594], [0.88916, -0.52959, -0.23010], [-1.63944, -0.51520, 0.03308], [0.56372, 2.26233, 0.70646]], "multiplicity": 1, "gap_ev": 9.74, "lumo_energy_ev": 0.54}



Entry x
{"formula": "C2H4N2S", "method": "ωB97M-V/def2-TZVPD", "elements": ["C", "N", "N", "H", "H", "H", "H", "S", "C"], "xyz": [[1.68606, 1.93053, 0.16860], [2.36655, 1.16361, -0.30517], [-1.01371, -0.71497, 0.50195], [-0.68671, -0.88362, -1.45667], [-0.80520, -1.19087, 1.32008], [1.04899, 2.81055, 0.22352], [-0.46326, -2.52957, -0.55760], [-1.41805, 0.84777, 0.60635], [-0.71467, -1.43344, -0.50106]], "multiplicity": 1, "gap_ev": [8.41, 8.41], "lumo_energy_ev": [0.10, 0.10]}



entry w ends up most stable, edging out the next structure by 12.4 kcal/mol.



Entry w
{"formula": "C3H5FO2P", "method": "ωB97M-V/def2-TZVPD", "elements": ["C", "C", "H", "P", "O", "F", "H", "H", "O", "H", "C", "H"], "xyz": [[-0.26216, -0.82311, 0.00932], [-1.76738, -1.01505, -0.21900], [-0.04587, 1.77434, -1.02414], [0.38177, 0.82694, -0.10069], [2.81564, 2.16536, 0.35621], [0.36660, -1.73852, -0.74980], [-2.23037, -0.29569, 0.36755], [-2.06449, -1.09278, -1.23278], [2.80822, -0.00875, 1.07866], [-0.70544, 1.14303, 0.64256], [2.60369, 1.02856, 0.62903], [-1.90020, -1.96433, 0.24307]], "total_charge": -1, "multiplicity": 1, "gap_ev": 6.04, "lumo_energy_ev": 4.06}



Entry x
{"formula": "C3H5FO2P", "method": "ωB97M-V/def2-TZVPD", "elements": ["H", "O", "C", "C", "H", "H", "C", "O", "H", "P", "F", "H"], "xyz": [[-2.46745, 0.56659, -0.19368], [2.63499, 0.13828, -1.02036], [-0.95980, -0.85739, 0.46340], [2.96361, 0.28585, 0.04745], [-1.24920, 0.02322, -1.52928], [1.00294, 1.44095, 0.36560], [-1.82638, -0.27454, -0.63554], [3.41771, 0.29356, 1.09573], [-0.77922, 1.21837, 1.46905], [0.18113, 0.29346, 1.15343], [-0.30703, -1.96592, -0.25709], [-2.61131, -1.16243, -0.95871]], "total_charge": -1, "multiplicity": 1, "gap_ev": 6.00, "lumo_energy_ev": 3.57}



entry x ends up most stable, edging out the next structure by 3.2 kcal/mol.



Entry w
{"formula": "C34H24Cl2N2O3STi", "method": "ωB97M-V/def2-TZVPD", "elements": ["C", "H", "H", "N", "C", "C", "Ti", "H", "H", "H", "C", "Cl", "C", "H", "H", "S", "C", "C", "H", "C", "C", "C", "H", "C", "O", "C", "C", "H", "O", "H", "C", "N", "C", "H", "C", "C", "H", "H", "H", "C", "H", "C", "C", "H", "C", "C", "C", "C", "H", "C", "H", "H", "H", "C", "C", "C", "Cl", "C", "H", "C", "O", "C", "C", "H", "H", "C", "C"], "xyz": [[1.60186, -3.50263, -2.36071], [-0.32066, 1.23802, 3.42172], [0.04931, 5.49327, 0.94249], [2.30861, -0.69228, -1.17945], [5.37886, -0.36564, 1.68748], [0.09981, 3.35530, 0.81282], [0.41560, -1.85282, -0.96722], [4.78554, 0.24071, -1.59596], [3.27028, -3.09054, -0.95775], [2.14256, -1.30641, 1.38939], [-3.77462, -1.90989, -0.81068], [-6.59412, -3.61042, 1.47823], [-2.59001, 7.45914, 4.66071], [2.03341, -3.26148, -3.31784], [1.56345, -3.91832, 0.94000], [-0.39536, 6.11831, 3.70426], [5.61315, 0.03197, 0.37806], [3.12165, -0.95244, 1.10060], [-0.40674, -4.30632, -2.89655], [-0.49976, -1.32751, -3.96826], [-0.24738, 4.57511, 2.85530], [0.39911, -1.11506, -2.92827], [3.93989, -1.16739, 3.06401], [0.32689, -4.08323, -2.13803], [-1.39436, -1.99279, -0.67178], [0.21167, -0.15928, 0.22538], [0.10866, 0.90111, 0.81193], [6.58529, 0.41120, 0.09119], [-2.89867, 5.24635, 3.79859], [-5.91007, -2.06507, -0.82286], [1.65915, 0.36908, -4.42464], [2.48821, -0.06543, -2.23850], [0.18217, -4.29739, -0.76951], [-3.46289, 7.28095, 5.28476], [1.35134, -3.82923, -0.11367], [-0.33572, -0.70384, -5.19631], [6.16574, -0.29287, 2.42671], [-4.89746, -0.86018, -2.33396], [2.51535, 1.01655, -4.56345], [4.13316, -0.85925, 2.04494], [-1.79065, 7.91809, 5.24099], [-0.23557, 2.17263, 2.88368], [-0.34497, 3.37695, 3.55347], [-0.51428, 3.39133, 4.62195], [4.61056, -0.05780, -0.57320], [-5.06412, -3.06648, 0.86515], [-2.57070, -2.26711, -0.17060], [-5.00020, -2.33659, -0.30214], [-0.67717, -4.72404, -0.28032], [-0.00998, 2.14789, 1.50495], [0.85337, 0.63416, -6.39161], [-1.05818, -0.87949, -5.98400], [-3.94622, -3.85122, 2.52184], [3.36155, -0.54368, -0.20373], [0.73902, 0.15099, -5.43050], [1.48052, -0.27226, -3.19887], [-1.27564, -3.17757, 2.05123], [-2.68492, -2.92448, 1.06957], [-1.35305, -1.97557, -3.81816], [-3.90458, -3.33460, 1.57334], [-2.95691, -0.35455, -2.44920], [-3.86066, -0.97477, -1.95594], [2.24979, -3.39557, -1.11688], [-2.86326, 8.14313, 3.85605], [0.27486, 3.33826, -0.25456], [-0.02659, 4.55891, 1.48349], [-2.15493, 6.15403, 4.04081]], "multiplicity": 1, "gap_ev": 7.21, "lumo_energy_ev": -0.89}



Entry x
{"formula": "C34H24Cl2N2O3STi", "method": "ωB97M-V/def2-TZVPD", "elements": ["H", "H", "C", "C", "O", "Ti", "H", "C", "C", "H", "C", "C", "H", "C", "C", "C", "H", "H", "C", "C", "H", "C", "Cl", "C", "C", "S", "C", "C", "Cl", "H", "H", "C", "C", "H", "C", "C", "C", "H", "H", "O", "H", "H", "C", "H", "H", "C", "H", "C", "H", "C", "C", "C", "N", "N", "H", "H", "H", "C", "C", "C", "H", "C", "O", "C", "C", "C", "H"], "xyz": [[-6.23503, 1.50319, 2.11351], [0.76369, -4.98522, -0.41041], [0.40448, 3.86052, -1.01711], [-0.34150, -3.18478, -0.61266], [4.72366, -4.37466, 1.63106], [-1.52143, 0.87921, -0.03809], [6.91988, -5.70484, 2.50039], [-3.83723, 4.12044, 0.61003], [-4.26144, 1.83774, 1.31751], [-0.79140, -3.43159, -1.56345], [4.49998, -1.23541, 1.82314], [2.97200, -1.23791, -0.49018], [-3.98729, 0.57043, -5.40821], [1.02695, 4.02916, 0.28165], [-2.51581, -0.26345, -2.47377], [-2.27536, 1.03526, -1.93963], [1.63232, -4.43290, 1.83052], [2.22944, 2.69578, 1.50732], [0.79225, -2.50676, 1.87195], [1.65897, 2.89725, 0.61750], [-0.12959, 4.64569, -1.52551], [0.05007, -1.41990, 1.16481], [-2.76649, 5.26198, -0.10191], [0.50115, -4.03654, 0.02961], [-2.65816, 2.12352, -2.70623], [6.52022, -2.71501, 0.70445], [1.42625, 1.85970, -0.43751], [6.94279, -5.29706, 1.49030], [-7.56687, 4.00315, 1.97723], [5.10158, -1.24762, 2.71987], [1.18796, -2.26214, 2.84645], [-5.10870, 4.49558, 0.98473], [2.44439, -0.71497, 0.68817], [-3.33125, -1.42079, -4.08351], [4.97838, -1.81547, 0.66180], [-3.51188, 0.69112, -4.44454], [-3.25270, 1.96410, -3.95620], [-3.51432, 2.83243, -4.54356], [2.36405, -1.23990, -1.38492], [-2.68628, 0.05351, 1.22638], [-0.68270, -0.95230, 1.85032], [0.99357, 4.94478, 0.84471], [3.23482, -0.67952, 1.83148], [7.92618, -4.89477, 1.26805], [-2.49456, 3.13105, -2.33323], [0.65310, 2.62291, -1.47491], [-4.48532, -0.15092, 2.11962], [-3.81381, 0.51460, 1.55821], [-5.43349, 5.51631, 0.86049], [1.01927, -0.30776, 0.68797], [4.23805, -1.78917, -0.50745], [-3.35414, 2.79944, 0.75805], [-2.08140, -1.36411, -1.79214], [-1.43058, -1.03741, -0.69827], [2.85637, -0.23301, 2.73932], [6.71672, -6.11194, 0.80321], [2.35630, 1.41811, -0.81497], [-3.15816, -0.42185, -3.71077], [0.50444, 0.79737, 0.14804], [5.88395, -4.24767, 1.35508], [0.37210, 2.19765, -2.42905], [-0.66233, -1.91472, -0.07461], [-2.14730, 2.48800, 0.42408], [1.03272, -3.70127, 1.31259], [-5.56122, 2.23448, 1.69627], [-5.96680, 3.53424, 1.52781], [4.63647, -2.22537, -1.41094]], "multiplicity": 1, "gap_ev": [4.15, 4.25], "lumo_energy_ev": [-1.82, -1.87]}



entry w ends up most stable, edging out the next structure by 36.3 kcal/mol.



Entry w
{"formula": "C2H2N3P", "method": "ωB97M-V/def2-TZVPD", "elements": ["N", "N", "H", "C", "C", "H", "P", "N"], "xyz": [[-3.54590, -0.87475, -0.23392], [0.74553, 0.28796, 0.51777], [2.17464, -0.39162, -1.40238], [-0.40651, 0.40126, 0.23598], [-2.63169, -0.22617, 0.07972], [2.97173, -0.26306, 0.72107], [2.30177, 0.55528, -0.15955], [-1.60957, 0.51109, 0.24131]], "multiplicity": 1, "gap_ev": 9.80, "lumo_energy_ev": 0.00}



Entry x
{"formula": "C2H2N3P", "method": "ωB97M-V/def2-TZVPD", "elements": ["H", "N", "P", "C", "N", "C", "N", "H"], "xyz": [[-0.09611, -3.61694, 0.86586], [0.59952, -2.97941, 0.58732], [0.09704, -1.70681, -0.18068], [-0.00968, 2.44927, 0.94346], [2.56754, -0.16861, -0.21904], [1.63959, -0.80338, -0.18633], [-0.25554, 3.47255, 0.48427], [-0.13116, 4.42727, 0.10459]], "multiplicity": 1, "gap_ev": 9.20, "lumo_energy_ev": -1.09}



entry w ends up most stable, edging out the next structure by 17.2 kcal/mol.



Entry w
{"formula": "C4H10N2OS", "method": "ωB97M-V/def2-TZVPD", "elements": ["N", "H", "H", "S", "H", "H", "H", "C", "H", "H", "C", "C", "C", "O", "H", "N", "H", "H"], "xyz": [[1.87887, -0.39969, 1.33158], [3.05950, -1.61047, -0.25072], [-1.95868, -2.17495, -1.12757], [1.39482, 0.02613, -0.06421], [-1.49205, -1.76437, 0.52658], [-2.19409, 2.31153, 1.37805], [3.15527, 1.50215, -0.05606], [-2.23095, -1.43680, -0.33914], [1.19788, -0.19922, 2.07088], [-2.19190, 0.29719, -1.80716], [-1.83593, -0.02039, -0.71542], [-1.48179, 0.91811, 0.03693], [-1.34416, 1.84664, 0.89657], [2.24795, 1.44969, -0.57291], [-3.31850, -1.45819, -0.15011], [2.49857, -0.96477, -0.81976], [-0.34741, 2.30534, 1.31676], [2.96260, -0.62793, -1.65428]], "multiplicity": 1, "gap_ev": 10.00, "lumo_energy_ev": 0.79}



Entry x
{"formula": "C4H10N2OS", "method": "ωB97M-V/def2-TZVPD", "elements": ["H", "H", "H", "N", "H", "H", "H", "S", "C", "C", "H", "H", "N", "H", "H", "C", "O", "C"], "xyz": [[1.62771, -0.79677, -2.05645], [2.73011, -1.07925, 1.53045], [1.24565, -0.41802, 2.26962], [-1.71687, -1.70709, -0.23969], [2.28466, 0.63584, 1.30330], [-1.15840, 2.01596, 0.10357], [0.78831, -1.90273, 0.17485], [0.11399, 1.74922, -0.25739], [-1.47458, -0.37239, 0.08395], [1.86680, -0.42288, 1.35820], [2.37743, 0.42431, -1.06279], [-2.65806, -1.88556, -0.44501], [-0.12737, 0.03814, -0.04792], [2.96541, -1.15215, -0.90646], [-1.16327, -2.11535, -0.96839], [1.07073, -0.81734, 0.08769], [-2.37219, 0.40142, 0.42862], [2.04104, -0.59445, -1.06984]], "multiplicity": 1, "gap_ev": 9.00, "lumo_energy_ev": 0.76}



Entry y
{"formula": "C4H10N2OS", "method": "ωB97M-V/def2-TZVPD", "elements": ["H", "H", "C", "H", "H", "H", "N", "H", "H", "C", "N", "H", "H", "H", "C", "S", "O", "C"], "xyz": [[1.73337, 1.50227, 2.33936], [-1.47757, 0.27900, -1.85242], [1.09838, 1.30998, -0.03954], [-0.22758, -1.95932, -0.16300], [-2.66734, -0.47704, -0.51737], [0.50714, -1.60760, -2.01111], [1.80781, 0.45090, 2.19778], [0.54099, -0.38713, 1.05082], [-1.21241, -2.03808, -1.72178], [-0.34948, -1.49054, -1.30013], [1.10853, 0.38487, 0.93799], [-1.29005, -0.76604, 0.84687], [2.91640, 0.04344, 2.02662], [-2.04742, 1.11885, 0.39758], [-0.77339, -0.06171, -1.13653], [1.96882, 2.67394, -0.10905], [0.11745, 1.03626, -1.01400], [-1.75366, -0.01206, 0.06791]], "multiplicity": 1, "gap_ev": 9.40, "lumo_energy_ev": 0.69}



Entry z
{"formula": "C4H10N2OS", "method": "ωB97M-V/def2-TZVPD", "elements": ["C", "N", "N", "H", "C", "S", "H", "H", "H", "H", "C", "H", "C", "H", "H", "H", "O", "H"], "xyz": [[-0.94571, 2.08725, -0.02183], [-2.97514, -1.09826, 0.03062], [-1.97226, -0.22331, 0.55000], [0.73966, -2.01167, -0.69183], [1.31068, -1.55744, 0.13192], [-0.80104, 0.24434, -0.23441], [-3.35654, -0.80865, -0.84074], [2.93024, 0.08570, -0.26443], [-2.70952, -2.06481, 0.06251], [-0.88050, 2.65645, -0.89856], [1.91208, -0.35637, -0.43772], [0.88870, 0.13364, 1.57906], [0.78818, -0.24794, 0.52128], [-0.06985, 2.54876, 0.46364], [-1.83984, 2.07477, 0.54432], [1.59442, -0.42948, -1.52969], [-0.64652, 0.05662, -1.93174], [1.67660, -2.18236, 0.96734]], "multiplicity": 1, "gap_ev": 9.34, "lumo_energy_ev": 0.74}



entry x ends up most stable, edging out the next structure by 77.8 kcal/mol.